Record 1
ORCA calculation (wB97M-V/def2-TZVPD) on a 14-piece molecular cluster, C18H64N16O14 overall at a distorted geometry.

XYZ file:
```
112
Properties=species:S:1:pos:R:3:forces:R:3:lowdin_charge:R:1
C 5.8431 -25.0802 -0.5366 -0.5 -0.1 1.8 -0.082
C 7.0704 -25.8684 -0.1642 0.5 0.9 -0.8 -0.331
O 7.0651 -26.1923 1.2246 -0.7 -0.6 -0.3 -0.059
H 5.8549 -24.2202 0.1520 -0.6 -0.1 -0.3 0.098
H 4.9195 -25.6775 -0.3790 0.4 0.6 -0.1 0.064
H 5.8680 -24.7009 -1.5440 0.1 0.0 -0.4 0.057
H 7.9159 -25.1964 -0.3297 0.3 -0.2 -0.3 0.126
H 7.1392 -26.6899 -0.8917 0.3 -0.1 0.9 0.063
H 7.9185 -26.5437 1.4891 0.1 0.1 -0.1 0.080
C 7.0599 -31.5406 -4.4896 1.4 -2.1 -0.4 -0.062
C 7.1706 -31.6016 -2.9716 -1.2 -2.4 -1.0 -0.271
O 6.3381 -30.6169 -2.4432 -0.2 1.6 0.1 -0.132
H 7.8384 -32.1716 -4.9996 -0.6 0.2 0.8 0.112
H 7.2692 -30.6135 -4.9527 0.1 1.5 0.0 0.057
H 6.1293 -31.9024 -4.8640 -0.9 -0.2 -0.1 0.054
H 8.1904 -31.5021 -2.7140 1.1 0.4 0.8 0.104
H 6.7906 -32.5671 -2.5356 0.7 0.5 -0.9 0.146
H 5.7499 -30.9490 -1.7849 -0.5 -0.3 0.6 0.084
C -0.5018 -32.3893 -2.5943 -1.7 0.0 0.3 -0.065
C -0.4954 -30.9331 -2.1815 -0.3 -1.6 1.5 -0.299
O 0.0247 -30.0407 -3.1488 -0.9 0.1 -0.6 -0.111
H -0.9057 -32.9476 -1.7182 0.4 0.3 -0.4 0.104
H 0.5005 -32.7243 -2.7477 0.5 -0.6 -0.6 0.039
H -1.2453 -32.5911 -3.4006 1.0 0.1 0.2 0.097
H 0.1172 -30.9322 -1.2574 -0.4 0.8 -0.5 0.085
H -1.5150 -30.7009 -1.8839 0.0 0.6 0.0 0.129
H -0.5146 -29.2400 -3.0822 0.1 -0.1 0.0 0.100
C 3.3603 -32.3910 -3.4683 0.7 0.1 0.0 -0.067
C 2.4450 -32.2505 -4.7089 -1.3 -2.3 3.3 -0.344
O 3.3475 -32.2833 -5.7256 1.2 0.4 -1.6 -0.063
H 4.1854 -31.6282 -3.5168 -0.4 -1.0 -0.2 0.054
H 3.7395 -33.4304 -3.3117 0.2 0.8 -1.0 0.106
H 2.9690 -32.2302 -2.5042 -1.4 0.6 1.1 0.027
H 1.7337 -31.4028 -4.7178 0.6 0.0 0.1 0.096
H 1.8105 -33.1801 -4.7422 0.2 0.8 0.0 0.130
H 2.8631 -31.9192 -6.4461 -0.1 0.1 -1.7 0.092
C 6.9953 -25.6600 -4.2390 8.7 1.5 -4.2 -0.627
O 8.1677 -25.4634 -4.9051 -5.4 -1.5 2.9 -0.101
N 6.0272 -24.8326 -4.2574 -4.3 5.8 -2.1 0.160
N 6.7384 -26.6546 -3.4158 0.3 -2.5 1.8 0.114
H 5.9561 -23.9832 -4.9098 1.0 -2.1 1.4 0.172
H 5.1228 -25.0070 -3.7759 1.4 -0.1 -0.4 0.045
H 5.9293 -26.4275 -2.8689 0.0 -0.3 0.8 0.065
H 7.4180 -27.4048 -3.0859 -0.4 1.6 -0.5 0.076
C 2.0463 -32.1864 1.3901 -8.0 -5.9 1.3 -0.593
O 1.0352 -33.1089 1.6773 5.9 4.4 -1.1 -0.101
N 2.8371 -31.5900 2.2434 1.9 -0.8 4.2 0.140
N 2.0419 -31.5893 0.2507 -0.7 1.3 -4.4 0.173
H 2.8744 -31.9900 3.1575 -0.9 -0.4 0.9 0.141
H 3.7862 -31.5055 2.0422 1.7 0.6 -1.3 0.101
H 1.2421 -31.9141 -0.3226 1.1 0.5 0.4 0.104
H 2.3641 -30.5932 0.1239 -0.5 -1.2 -0.1 0.088
C 2.9855 -28.7797 -1.6674 -0.5 0.3 4.5 -0.549
O 2.3854 -28.8160 -0.4564 2.3 0.2 -3.9 -0.151
N 2.5054 -29.3367 -2.7036 -3.1 -2.3 -2.8 0.237
N 4.1612 -28.2133 -1.8959 1.3 0.1 -0.1 0.152
H 1.5068 -29.6164 -2.6808 0.7 -0.1 -0.1 0.071
H 2.9416 -29.4577 -3.6456 -0.5 0.5 1.5 0.084
H 4.6183 -27.9436 -1.0609 1.0 0.3 0.3 0.067
H 4.6585 -28.4310 -2.8438 -0.6 0.3 2.2 0.089
C 4.2218 -28.4706 -5.0547 -0.8 5.7 -2.7 -0.467
O 3.7396 -27.2012 -5.5069 2.7 -6.4 2.0 -0.137
N 3.5381 -29.5480 -5.3629 -1.2 -0.6 -1.1 0.164
N 5.3399 -28.6268 -4.3146 -0.2 0.6 -0.6 0.148
H 2.6845 -29.3739 -5.9383 0.6 -0.5 0.7 0.116
H 3.8520 -30.5136 -5.1914 0.1 0.7 -0.5 0.087
H 5.9384 -27.7702 -4.1170 -0.3 -0.4 -0.5 0.060
H 5.7714 -29.5243 -4.1150 -0.6 0.0 -0.4 0.070
C 1.4952 -28.5694 3.3396 -0.6 -3.9 7.8 -0.573
O 1.3857 -29.2641 4.5776 0.6 3.9 -6.6 -0.148
N 1.6696 -29.2236 2.2102 1.7 -1.2 -1.7 0.096
N 1.2968 -27.2980 3.1527 -0.6 4.9 2.4 0.169
H 2.0247 -30.1683 2.2807 -0.1 0.0 0.6 0.043
H 2.0879 -28.7645 1.4046 -0.2 0.4 0.1 0.074
H 1.0853 -26.6318 3.9884 0.6 -2.1 -2.2 0.183
H 1.5163 -26.8314 2.2674 -0.3 -0.5 0.6 0.129
C 3.1562 -24.7900 -2.8560 -0.4 2.0 7.7 -0.642
O 2.9864 -24.5210 -1.5235 0.1 -0.9 -6.2 -0.117
N 3.0687 -23.9116 -3.8331 -1.8 4.9 -2.4 0.143
N 3.7017 -25.8850 -3.2699 0.6 -4.5 -1.0 0.086
H 2.6405 -22.9605 -3.6614 0.8 -1.9 0.1 0.150
H 3.2783 -24.0443 -4.8473 -0.3 -0.5 1.7 0.135
H 3.8594 -26.7246 -2.6405 -0.8 1.8 -0.7 0.075
H 3.6379 -26.1495 -4.3059 0.2 -0.1 1.4 0.071
C 8.9904 -28.5347 -1.8248 11.7 1.3 5.3 -0.712
O 10.3370 -28.3619 -1.8660 -5.9 -0.5 -0.1 -0.081
N 8.3552 -28.6312 -0.7085 -1.6 0.2 5.7 0.157
N 8.2763 -28.7055 -2.8098 -4.0 -2.8 -9.5 0.141
H 8.9079 -28.3885 0.1377 -0.5 -0.4 -1.2 0.144
H 7.2992 -28.6408 -0.5119 2.3 0.2 -0.8 0.073
H 8.8259 -28.8835 -3.6683 -0.5 0.4 0.5 0.180
H 7.4763 -29.3590 -2.7098 0.6 0.8 0.2 0.085
C -1.2019 -28.5644 0.2644 -6.9 1.5 -3.4 -0.706
O -2.4953 -28.3782 -0.0454 4.4 -0.6 1.5 -0.132
N -0.3160 -28.3059 -0.6727 2.5 1.1 -2.8 0.140
N -0.7707 -29.0499 1.3647 -0.3 -1.4 4.9 0.168
H -0.5689 -27.7842 -1.5190 -0.3 -0.3 1.2 0.121
H 0.6938 -28.4595 -0.5527 -0.7 0.2 0.1 0.049
H -1.5437 -29.1199 2.0711 1.3 -0.2 -1.0 0.151
H 0.2548 -29.1417 1.7348 -2.2 0.0 -1.3 0.050
C 0.8266 -27.7968 -5.5886 -1.4 1.4 1.7 -0.177
O 0.8513 -29.1328 -6.0138 -1.1 -1.3 0.4 -0.139
H -0.1752 -27.3927 -5.3483 -0.1 -0.5 -0.7 0.096
H 1.2960 -27.1114 -6.2580 0.3 -0.1 -0.9 0.074
H 1.3169 -27.5983 -4.6412 0.6 -0.5 0.3 0.054
H 0.1969 -29.6778 -5.4843 1.2 1.1 -0.8 0.108
C 4.9534 -28.7182 1.1731 0.5 0.7 0.3 -0.101
O 5.9351 -29.0266 0.1868 -0.7 -1.6 0.7 -0.151
H 5.2861 -28.8926 2.1699 1.1 0.8 0.9 0.098
H 4.1350 -29.3544 1.1937 -1.6 -1.4 -1.1 0.016
H 4.5676 -27.7331 0.9765 0.2 0.5 0.3 0.091
H 6.1091 -29.9823 0.2948 0.2 0.7 -0.2 0.113
```
Positions in Å, forces in eV/Å.

The LUMO energy is -1.1523 eV. The value obtained for the molar mass is 728.8 g mol⁻¹. Its spin multiplicity is 1. As for the HOMO energy: -8.6 eV.

---

Record 2
ORCA calculation (wB97M-V/def2-TZVPD) on a 2-piece molecular cluster, C3H7NO overall.

XYZ file:
```
12
Properties=species:S:1:pos:R:3:forces:R:3:nbo_charge:R:1
C 1.9808 -0.1247 0.2473 0.3 0.1 0.4 -0.246
O 0.8703 0.4269 -0.4943 -0.4 0.4 0.0 -0.482
C 0.1956 1.2001 0.2997 0.5 0.6 -0.1 0.544
C -1.8571 -0.5582 -0.4739 -0.4 0.1 0.0 -0.869
N -0.3231 1.9303 1.0299 0.2 -0.2 -0.2 -0.415
H 2.5430 0.7170 0.6440 0.2 -0.1 0.1 0.195
H 1.5299 -0.6755 1.0737 0.5 -0.3 -0.1 0.198
H 2.6193 -0.7147 -0.4185 -0.5 0.1 0.1 0.210
H -1.3478 -0.4615 -1.4419 -0.1 0.1 0.4 0.214
H -2.9246 -0.4766 -0.6457 -0.3 -0.3 -0.2 0.216
H -1.6295 -1.5407 -0.0396 0.0 0.4 0.0 0.209
H -1.6568 0.2777 0.2193 0.0 -0.8 -0.5 0.227
```
Positions in Å, forces in eV/Å.

The LUMO energy is 0.7196 eV. Its structure (SMILES) is COC#N.C. The value obtained for the molar mass is 73.1 g mol⁻¹. Its spin multiplicity is 1. As for the HOMO energy: -10.9 eV.

---

Record 3
ORCA calculation (wB97M-V/def2-TZVPD) on C2H4NOS as an isolated structure at a distorted geometry.

XYZ file:
```
9
Properties=species:S:1:pos:R:3:forces:R:3:nbo_charge:R:1
C 0.6208 0.1131 0.4785 -1.4 1.5 -0.6 -0.430
C 0.1500 -0.8629 -0.5408 -0.3 -0.5 -0.4 -0.541
N -0.7148 1.3986 -0.0571 2.0 0.1 1.1 -0.023
O -1.3520 1.8490 0.8895 -0.2 -0.1 0.0 -0.550
S -1.5058 -0.2034 -0.9886 -0.4 -1.0 -0.2 -0.159
H 0.4104 -0.1153 1.5153 -0.1 0.0 0.1 0.169
H 1.5862 0.5778 0.3181 0.1 0.1 0.0 0.164
H 0.7719 -0.8674 -1.4411 0.1 -0.1 0.2 0.182
H 0.0333 -1.8895 -0.1739 0.2 0.1 -0.2 0.186
```
Positions in Å, forces in eV/Å.

The LUMO energy (spin up / spin down) is 4.1830 / 4.1834 eV. The value obtained for the molar mass is 90.1 g mol⁻¹. Its spin multiplicity is 1. As for the HOMO energy (spin up / spin down): -1.8 / -1.8 eV. As for the total charge: -1.

---

Record 4
ORCA calculation (wB97M-V/def2-TZVPD) on C23H20BrF6N3O6S2Sn as an isolated structure.

XYZ file:
```
62
Properties=species:S:1:pos:R:3:forces:R:3:nbo_charge:R:1
Sn 0.1894 -1.3918 0.4457 0.0 0.0 -0.1 1.262
Br 1.4176 -2.7391 2.8080 0.0 0.0 0.1 0.107
C 0.5869 -1.5345 4.0342 0.0 0.0 0.0 -0.052
C 1.0027 -1.5894 5.3295 0.0 0.0 0.0 -0.244
C 0.3734 -0.7738 6.2918 0.0 0.0 0.0 -0.210
C -0.6618 0.0314 5.9196 0.0 0.0 0.0 -0.173
C -1.1013 0.0819 4.5737 0.0 0.0 0.1 -0.078
C -2.1994 0.9006 4.2129 0.0 0.0 0.0 -0.190
C -2.6332 0.9441 2.9229 0.0 0.0 0.0 -0.209
C -1.9593 0.1960 1.9301 0.0 0.0 0.1 -0.218
C -0.8715 -0.5966 2.2094 -0.1 0.1 0.0 -0.514
C -0.4535 -0.6904 3.5715 0.0 0.0 0.0 -0.032
H 1.7991 -2.2611 5.6180 0.0 0.0 0.0 0.229
H 0.7052 -0.8124 7.3206 0.0 0.0 0.0 0.220
H -1.1740 0.6445 6.6515 0.0 0.0 0.0 0.212
H -2.6895 1.4791 4.9877 0.0 0.0 0.0 0.212
H -3.4809 1.5571 2.6447 0.0 0.0 0.0 0.221
H -2.3333 0.2711 0.9171 0.0 0.0 0.0 0.221
F -0.8884 2.7322 -3.8108 0.0 0.0 0.1 -0.303
C -0.1019 2.2636 -2.8476 -0.1 0.0 0.0 0.723
F 0.6172 1.2556 -3.3222 0.0 0.0 0.0 -0.302
F 0.7443 3.2400 -2.4772 0.0 0.0 0.0 -0.330
S -1.1153 1.7762 -1.3692 0.0 0.1 0.2 2.271
O -0.2094 0.9279 -0.6050 0.0 -0.1 -0.1 -1.008
O -1.4872 3.0277 -0.7942 0.0 0.0 0.0 -0.905
N -2.3582 1.0114 -1.9151 0.1 -0.1 -0.2 -1.210
S -2.2728 -0.5502 -2.1825 -0.1 0.1 0.1 2.244
O -1.2618 -0.9431 -3.1287 0.0 0.0 0.0 -0.956
O -2.3856 -1.3241 -0.9716 0.0 0.0 0.0 -0.937
C -3.8767 -0.7482 -3.0627 0.0 0.0 0.0 0.739
F -3.8824 -0.0338 -4.1809 0.0 0.0 0.0 -0.301
F -4.8896 -0.3704 -2.2935 0.0 0.0 0.0 -0.301
F -4.0190 -2.0366 -3.3686 0.0 0.0 0.0 -0.306
C 3.0521 4.2034 -0.2792 0.0 0.0 0.0 -0.424
N 3.3191 2.7731 -0.1928 0.0 0.0 0.0 -0.193
N 2.5967 2.0476 0.7379 0.0 -0.1 0.0 -0.242
C 2.3982 0.7844 0.2833 0.0 0.1 -0.1 0.633
O 1.8678 -0.0999 1.0162 0.0 0.0 0.1 -0.801
C 2.9286 0.7359 -1.0348 0.0 0.0 0.0 -0.391
C 3.4401 1.9704 -1.2953 0.0 0.0 0.0 0.268
C 4.0308 2.4962 -2.5549 0.0 0.0 0.0 -0.663
C 2.3572 2.5067 2.0629 0.0 0.0 0.0 0.188
C 1.0594 2.4569 2.5498 0.0 0.0 0.0 -0.216
C 0.8157 2.8645 3.8522 0.0 0.0 0.0 -0.187
C 1.8559 3.3333 4.6431 0.0 0.0 0.0 -0.205
C 3.1470 3.3931 4.1367 0.0 0.0 0.0 -0.204
C 3.4070 2.9682 2.8427 0.0 0.0 0.0 -0.248
H 3.0823 4.6284 0.7204 0.0 0.0 0.0 0.229
H 2.0774 4.4016 -0.7282 0.0 0.0 0.0 0.217
H 3.8401 4.6595 -0.8726 0.0 0.0 0.0 0.221
H 2.8820 -0.1118 -1.6993 0.0 0.0 0.0 0.279
H 4.1370 1.6849 -3.2703 0.0 0.0 0.0 0.248
H 5.0102 2.9420 -2.3787 0.0 0.0 0.0 0.230
H 3.3828 3.2559 -2.9953 0.0 0.0 0.0 0.238
H 0.2619 2.1005 1.9112 0.0 0.0 0.0 0.248
H -0.1926 2.8176 4.2408 0.0 0.0 0.0 0.226
H 1.6604 3.6559 5.6574 0.0 0.0 0.0 0.217
H 3.9571 3.7587 4.7537 0.0 0.0 0.0 0.218
H 4.4119 2.9836 2.4394 0.0 0.0 0.0 0.224
O 1.6281 -1.5707 -3.0559 0.0 0.0 0.0 -0.966
H 1.6633 -2.5056 -3.2783 0.0 0.0 0.0 0.471
H 0.6812 -1.3628 -3.0345 0.0 0.0 -0.1 0.500
```
Positions in Å, forces in eV/Å.

The LUMO energy is 0.1675 eV. The value obtained for the molar mass is 811.2 g mol⁻¹. Its spin multiplicity is 1. As for the HOMO energy: -8.3 eV.

---

> What is the spin multiplicity in the second record?

1